Entry 1:
The following is a DFT calculation (ωB97M-V/def2-TZVPD) of 14 unconnected molecules or ions with the total composition C48H120N4O14 at a distorted geometry.

The HOMO-LUMO gap comes out at 9.4363 eV. As for the total energy: -3173.0638 a.u. As for the maximum force: 4.05 eV/A.

```
! wB97M-V def2-TZVPD RIJCOSX def2/J DEFGRID3
* xyz 0 1
C 2.1247 -2.3115 5.2677
C 1.3221 -1.8441 6.4851
O -0.0120 -2.0168 6.2228
C -0.9677 -1.4964 7.0993
C -2.2787 -2.0394 6.6664
H 1.8766 -3.3657 5.1347
H 1.9111 -1.7850 4.3376
H 3.1683 -2.2338 5.5017
H 1.6715 -2.4560 7.3142
H 1.5320 -0.7986 6.7119
H -0.7173 -1.9237 8.0814
H -0.9058 -0.4198 7.2199
H -2.3246 -3.1005 6.7809
H -2.4805 -1.7970 5.5812
H -3.1450 -1.5777 7.1894
C -5.7194 -0.8660 0.9726
C -5.9058 -2.2524 0.4638
O -6.5733 -3.0513 1.4923
C -6.7367 -4.4113 1.2806
C -7.7548 -5.0919 2.1657
H -5.5639 -1.0072 2.0345
H -4.8195 -0.3240 0.6715
H -6.5874 -0.1803 0.8785
H -6.5289 -2.2818 -0.4173
H -4.9586 -2.6788 0.2436
H -7.0267 -4.6223 0.2271
H -5.7906 -5.0045 1.4788
H -7.5462 -4.7661 3.1886
H -7.5460 -6.1542 2.1032
H -8.8018 -4.9883 1.8606
C 2.9191 -4.4004 -1.9772
C 3.0779 -2.9131 -2.0335
O 1.9132 -2.2070 -2.3107
C 1.5283 -2.2507 -3.6523
C 0.6841 -1.0545 -3.9035
H 2.2405 -4.8432 -1.1725
H 2.4883 -4.8375 -2.9080
H 3.8612 -4.8109 -1.7438
H 3.5688 -2.4756 -1.1135
H 3.7752 -2.7106 -2.9657
H 2.4492 -2.2902 -4.2148
H 0.9871 -3.1591 -3.9906
H -0.1078 -1.1426 -3.1891
H 0.3102 -0.9782 -4.9224
H 1.2576 -0.1377 -3.6878
C 1.8813 4.5708 2.7680
C 0.8583 3.5485 2.4155
O 0.7172 2.5997 3.5014
C -0.3956 1.7057 3.2360
C -0.5378 0.6229 4.3336
H 1.5018 5.0239 3.6486
H 2.8314 4.1131 3.1226
H 2.2141 5.2388 1.9286
H -0.1232 4.0292 2.2226
H 1.0329 3.0372 1.4674
H -1.2381 2.3664 3.3263
H -0.2968 1.3095 2.2386
H -1.3303 -0.0655 4.0838
H -0.6792 1.0851 5.3069
H 0.3772 0.0293 4.4225
C 2.7893 5.6555 -7.2749
C 2.5725 6.3087 -5.9243
O 1.9054 5.3412 -5.0638
C 1.7722 5.8305 -3.6921
C 1.4009 4.6669 -2.8185
H 3.8441 5.7589 -7.5547
H 2.5971 4.5760 -7.1851
H 2.1307 6.0408 -8.0622
H 3.5291 6.4512 -5.4970
H 1.9876 7.2813 -5.8259
H 2.7745 6.2621 -3.4537
H 1.0104 6.6135 -3.6376
H 1.6246 4.8876 -1.7593
H 2.0721 3.7803 -3.1239
H 0.3572 4.3433 -2.9124
C -1.5629 -2.7209 2.3207
C -2.8438 -3.4857 2.7892
O -3.6295 -2.6428 3.5705
C -4.5896 -3.3846 4.2894
C -5.5840 -2.3026 4.8015
H -1.0565 -3.3236 1.5640
H -1.7161 -1.7124 1.8628
H -0.8907 -2.6143 3.1088
H -3.3209 -3.9099 1.8933
H -2.3838 -4.3953 3.3595
H -5.0545 -4.1665 3.7174
H -4.1172 -3.8781 5.1019
H -6.1057 -1.9474 3.8628
H -5.1019 -1.4829 5.3342
H -6.4412 -2.6817 5.3830
C -2.2974 2.0786 -0.3959
C -1.1541 1.2125 -0.9506
O -0.6575 0.4340 0.1027
C 0.7684 0.1413 -0.0463
C 1.1545 -1.0911 0.7166
H -2.6727 2.7260 -1.1808
H -3.1273 1.3976 -0.1702
H -1.9192 2.5918 0.4873
H -1.5294 0.5733 -1.7718
H -0.3772 1.8435 -1.3509
H 0.9806 -0.0105 -1.1242
H 1.4381 1.0140 0.1731
H 0.7124 -1.1721 1.7860
H 2.2220 -1.2079 0.8815
H 0.7650 -1.9628 0.2692
C 5.4790 0.7099 -4.6403
C 4.4816 0.6639 -3.4302
O 4.5835 1.7730 -2.6847
C 3.6253 1.8010 -1.6365
C 3.9206 2.8915 -0.6989
H 5.1409 1.5195 -5.3382
H 6.4940 0.8834 -4.3197
H 5.4076 -0.2038 -5.2530
H 3.4840 0.4896 -3.8472
H 4.6917 -0.2817 -2.9116
H 2.5884 1.9158 -2.0773
H 3.6708 0.8797 -1.0607
H 4.7834 2.7697 0.0145
H 3.1194 3.2676 -0.0201
H 4.1989 3.8375 -1.2121
C 6.1407 -5.4921 0.3383
C 5.3836 -4.9122 1.5482
O 4.0470 -4.5639 1.2156
C 3.3170 -3.9816 2.2459
C 1.8635 -4.0285 1.9616
H 6.2509 -4.8692 -0.5985
H 7.1418 -5.8213 0.6416
H 5.7094 -6.3644 -0.1006
H 5.4758 -5.6862 2.3796
H 5.9010 -3.9774 1.8608
H 3.6576 -4.4787 3.1566
H 3.6699 -2.9424 2.2695
H 1.2600 -3.6353 2.7767
H 1.5638 -5.0345 1.8257
H 1.6252 -3.4929 1.0452
C -3.2707 -1.9915 -2.3896
C -2.1000 -2.9465 -2.0364
O -2.5464 -4.0789 -1.3155
C -1.4915 -4.8986 -0.9909
C -1.9398 -6.1337 -0.1873
H -3.6908 -1.4938 -1.5157
H -2.7829 -1.2564 -3.0701
H -3.9790 -2.5615 -3.0008
H -1.6868 -3.2991 -2.9872
H -1.3021 -2.4831 -1.4206
H -0.9585 -5.2300 -1.9214
H -0.7397 -4.3791 -0.3849
H -2.4879 -6.8603 -0.8030
H -2.6966 -5.7482 0.5507
H -1.1005 -6.5682 0.2681
O 4.5103 -0.4064 4.9535
C 3.7277 0.4322 4.5766
N 3.1401 1.4197 5.3230
C 3.3250 0.5944 3.0364
H 3.5426 1.4643 6.2512
H 2.4710 2.0327 4.9175
H 4.2746 0.9048 2.5897
H 2.5915 1.3208 2.6074
H 3.1819 -0.4151 2.7414
O -1.4898 6.1163 -2.9020
C -2.0170 6.2259 -4.0401
N -1.5337 5.7316 -5.2343
C -3.2987 7.0625 -4.1162
H -0.6423 5.2729 -5.3295
H -2.0353 6.0770 -6.0108
H -4.0570 6.8702 -3.4199
H -3.7301 6.9486 -5.1046
H -2.9209 8.0910 -3.9302
O 0.8064 0.5822 -6.8430
C 0.8762 1.7535 -6.5292
N 1.8125 2.2174 -5.7002
C -0.0807 2.7772 -7.0385
H 2.2832 1.5574 -5.1228
H 2.0445 3.1816 -5.5368
H 0.3203 3.7793 -7.2926
H -0.7956 2.8668 -6.1520
H -0.6835 2.2996 -7.8228
O -2.3569 5.0554 2.1196
C -2.4711 5.4042 0.9709
N -1.3871 5.7813 0.2734
C -3.7970 5.4766 0.2521
H -0.4635 5.5862 0.6325
H -1.4209 5.8976 -0.7026
H -4.4403 4.6530 0.5252
H -3.7507 5.4596 -0.8296
H -4.3958 6.3456 0.5672
*
```

Entry 2:
The following is a DFT calculation (ωB97M-V/def2-TZVPD) of 10 unconnected molecules or ions with the total composition C48H126N10O14 at a distorted geometry.

The energy relative to the best compared isomer or geometry (same formula, charge and spin) is 84.12 kcal per mole. The HOMO-LUMO gap (spin up / spin down) comes out at 1.1690 / 7.7684 eV. As for the total energy: -3504.7570 a.u. As for the maximum force: 3.80 eV/A.

```
! wB97M-V def2-TZVPD RIJCOSX def2/J DEFGRID3
* xyz -1 2
C -1.2997 5.7209 -0.0306
C 0.1436 5.9375 -0.4082
C 0.8389 4.6222 -1.0665
O 2.2111 4.9085 -1.4749
C 3.1007 4.9796 -0.4390
N 0.3568 6.9629 -1.3240
H -1.9245 5.8407 -0.9157
H -1.5285 6.5513 0.6374
H -1.5444 4.8312 0.5497
H 0.7319 6.1943 0.4727
H 0.3497 4.2245 -1.9556
H 0.8160 3.8991 -0.2512
H 2.5958 5.4530 0.4031
H 3.9626 5.5205 -0.8297
H 3.5697 4.0624 -0.0829
H 1.2677 6.6593 -1.6375
H -0.2418 6.9268 -2.1367
C 2.2977 -1.5974 -6.2611
C 1.7334 -2.5256 -7.3316
C 0.8730 -3.6858 -6.7538
O 1.5186 -4.5869 -5.8031
C 2.6308 -5.2936 -6.3050
N 0.9057 -1.6531 -8.2153
H 2.6544 -2.1216 -5.3745
H 1.6011 -0.8659 -5.8515
H 3.2187 -1.1242 -6.6016
H 2.5638 -2.9174 -7.9191
H 0.3101 -4.1780 -7.5469
H 0.0652 -3.3039 -6.1295
H 3.2037 -5.6965 -5.4698
H 3.2493 -4.5672 -6.8322
H 2.2493 -5.9845 -7.0569
H 0.5646 -2.1179 -9.0445
H 1.3330 -0.7712 -8.4597
C 4.6058 -3.3078 3.6880
C 5.1311 -3.2302 2.2854
C 4.0499 -2.8955 1.2013
O 4.7398 -2.7548 -0.0185
C 4.1311 -2.3926 -1.2259
N 6.1507 -2.1360 2.3001
H 5.4182 -3.6096 4.3491
H 3.7469 -3.9790 3.6840
H 4.2641 -2.3933 4.1729
H 5.5922 -4.2139 2.1962
H 3.4461 -2.0324 1.4818
H 3.3180 -3.7026 1.2325
H 4.2878 -1.3482 -1.4956
H 3.0685 -2.6192 -1.1374
H 4.4123 -2.9833 -2.0978
H 5.9766 -1.5023 3.0670
H 6.0425 -1.6314 1.4319
C -5.3110 -1.2474 6.4581
C -5.4151 -2.3642 5.4513
C -4.4268 -2.3887 4.2091
O -4.9219 -2.9916 2.9929
C -3.9906 -2.9025 1.9224
N -5.0919 -3.6191 6.1911
H -5.6318 -0.2499 6.1578
H -4.2845 -1.1888 6.8200
H -5.9876 -1.3103 7.3104
H -6.4200 -2.4165 5.0322
H -3.4685 -2.8396 4.4668
H -4.2923 -1.3174 4.0596
H -4.4509 -3.4535 1.1023
H -3.2069 -3.6103 2.1926
H -3.5591 -1.9372 1.6574
H -5.8051 -3.8660 6.8622
H -5.4243 -4.3024 5.5258
C -6.3880 -7.4828 -3.7223
C -5.0142 -6.8050 -3.6948
C -4.0263 -7.2088 -4.8853
O -2.6715 -6.6482 -4.6795
C -1.7217 -6.9162 -5.6859
N -5.0193 -5.4118 -3.7731
H -7.1847 -6.8268 -3.3716
H -6.3439 -8.3004 -3.0028
H -6.7210 -8.0374 -4.5997
H -4.4497 -7.0088 -2.7848
H -4.4573 -6.8823 -5.8317
H -3.9307 -8.2888 -4.9975
H -2.1742 -6.6008 -6.6261
H -1.3528 -7.9381 -5.7742
H -0.9151 -6.1874 -5.6068
H -5.4404 -5.2609 -4.6787
H -4.0542 -5.1786 -3.9586
C -3.8083 0.3897 -1.0648
C -4.5374 0.5059 -2.3934
C -5.1129 1.9396 -2.6513
O -6.1560 2.2961 -1.6924
C -6.8967 3.4251 -2.0708
N -3.5927 0.1109 -3.4688
H -3.2305 1.3113 -0.9948
H -3.2115 -0.5207 -1.0088
H -4.5147 0.2909 -0.2406
H -5.4439 -0.0973 -2.3419
H -5.5204 2.0154 -3.6594
H -4.2822 2.6450 -2.6279
H -6.2818 4.3196 -2.1701
H -7.6096 3.6639 -1.2816
H -7.2139 3.1830 -3.0851
H -2.8185 -0.4415 -3.1289
H -3.8897 -0.1562 -4.3964
C -2.8066 10.4527 3.0099
O -4.0670 9.8937 2.5854
C -4.5414 8.8087 3.3718
C -4.2927 7.4909 2.6089
N -2.8964 7.0135 2.8109
C -2.4831 6.2306 3.9867
C -0.9584 6.4263 4.2391
O -0.1873 5.8295 3.1003
C -0.2030 4.4094 2.9272
H -2.8628 11.0001 3.9508
H -2.4795 11.2381 2.3286
H -1.9561 9.7727 2.9616
H -5.6161 8.9852 3.4140
H -4.2760 8.8276 4.4288
H -4.2542 7.7018 1.5402
H -5.0368 6.7261 2.8313
H -2.1426 7.4451 2.2954
H -2.8371 5.2085 3.8524
H -2.9787 6.6468 4.8638
H -0.6112 5.9334 5.1471
H -0.8225 7.5026 4.3457
H -1.1571 4.0717 2.5227
H -0.0745 3.8812 3.8720
H 0.5554 4.0609 2.2261
C 4.6619 1.3409 1.3489
O 5.7838 1.9596 0.7963
C 6.7038 1.0055 0.1609
C 7.6479 1.7392 -0.7823
N 8.3344 2.7689 -0.0798
C 9.4913 3.3838 -0.8838
C 10.2237 4.4168 -0.1546
O 10.5064 3.9803 1.1821
C 11.6048 4.6955 1.7406
H 4.0159 0.9735 0.5515
H 3.9762 1.9790 1.9062
H 5.0231 0.4907 1.9275
H 6.2098 0.2206 -0.4118
H 7.2679 0.4773 0.9297
H 6.9399 2.0639 -1.5448
H 8.3155 0.9872 -1.2030
H 8.7025 2.5982 0.8451
H 9.2404 3.8763 -1.8233
H 10.1337 2.5468 -1.1574
H 9.7464 5.3895 -0.0356
H 11.1829 4.6188 -0.6312
H 11.5306 5.7747 1.6070
H 12.5225 4.3557 1.2604
H 11.6629 4.5202 2.8148
C -2.0962 -3.0887 -3.9384
O -1.8819 -1.9899 -3.2245
C -0.8126 -1.2093 -3.7154
C 0.5388 -1.4641 -2.9888
N 0.5083 -1.1699 -1.5448
C 0.4521 0.3112 -1.2861
C 0.3366 0.4290 0.2367
O -0.8786 -0.1052 0.5991
C -1.4478 0.5078 1.7989
H -3.0867 -3.4157 -3.6220
H -1.2848 -3.8056 -3.8127
H -2.1815 -3.0755 -5.0250
H -1.1248 -0.1722 -3.5931
H -0.6182 -1.2990 -4.7842
H 1.3450 -0.9474 -3.5096
H 0.7282 -2.5375 -2.9852
H -0.3660 -1.5146 -1.1748
H -0.3410 0.7337 -1.9030
H 1.3290 0.8423 -1.6562
H 0.2703 1.4982 0.4377
H 1.2798 -0.0201 0.5479
H -0.8041 0.5943 2.6742
H -2.3474 -0.0574 2.0425
H -1.7865 1.5122 1.5447
C -1.4346 -2.5219 7.8242
O -0.2053 -2.7405 7.0959
C -0.5001 -2.9023 5.7173
C 0.7933 -3.0485 4.9631
N 0.8412 -3.5318 3.5891
C -0.1009 -2.8370 2.7000
C -0.1975 -3.5602 1.3766
O -0.9605 -4.7676 1.4442
C -1.7025 -5.1501 0.3477
H -2.0065 -3.4417 7.7012
H -2.0091 -1.7289 7.3454
H -1.1344 -2.3891 8.8636
H -1.0405 -2.0227 5.3675
H -1.0789 -3.8037 5.5158
H 1.5673 -3.5557 5.5392
H 1.4204 -2.1576 4.9965
H 0.6708 -4.5273 3.5963
H 0.2532 -1.8581 2.3765
H -1.0707 -2.5658 3.1172
H 0.7808 -3.9011 1.0379
H -0.5673 -2.8747 0.6140
H -2.6366 -4.6082 0.1999
H -1.8705 -6.2269 0.3673
H -1.0696 -5.0195 -0.5300
*
```